No. 1
{"formula": "C23H42F6Na4O27S2", "method": "ωB97M-V/def2-TZVPD", "homo_lumo_gap_ev": 4.600, "charge": 2, "molar_mass_g_mol": 1020.64, "e_tot_ev": -135437.387, "lumo_ev": -6.48, "species": ["Na", "Na", "Na", "Na", "C", "F", "F", "F", "S", "O", "O", "O", "C", "F", "F", "F", "S", "O", "O", "O", "C", "O", "C", "O", "O", "C", "H", "H", "H", "H", "H", "H", "C", "O", "C", "O", "O", "C", "H", "H", "H", "H", "H", "H", "C", "O", "C", "O", "O", "C", "H", "H", "H", "H", "H", "H", "C", "O", "C", "O", "O", "C", "H", "H", "H", "H", "H", "H", "C", "O", "C", "O", "O", "C", "H", "H", "H", "H", "H", "H", "C", "O", "C", "O", "O", "C", "H", "H", "H", "H", "H", "H", "C", "O", "C", "O", "O", "C", "H", "H", "H", "H", "H", "H"], "xyz": [[3.949, -3.253, 1.008], [2.674, 3.974, 6.545], [6.016, 2.027, -2.427], [0.734, 8.332, -1.947], [-1.439, 1.603, -0.186], [-1.937, 2.563, -0.844], [-2.107, 1.301, 0.964], [-1.547, 0.455, -0.851], [0.402, 2.017, 0.199], [0.393, 2.265, 1.593], [1.214, 0.837, -0.152], [0.691, 3.214, -0.673], [10.012, 1.152, 4.007], [10.851, 1.147, 2.964], [10.095, 0.012, 4.602], [10.399, 2.050, 4.895], [8.168, 1.658, 3.391], [7.458, 2.200, 4.562], [8.266, 2.634, 2.332], [7.569, 0.410, 2.886], [0.541, -2.289, 6.221], [1.620, -2.235, 7.160], [2.892, -2.670, 6.847], [3.153, -3.396, 5.864], [3.742, -2.073, 7.677], [5.152, -2.352, 7.561], [-0.270, -1.745, 6.705], [0.153, -3.305, 6.151], [0.655, -1.864, 5.224], [5.518, -2.826, 8.471], [5.617, -1.371, 7.459], [5.482, -3.070, 6.811], [-4.431, 4.749, 7.145], [-4.168, 5.651, 8.204], [-2.914, 5.799, 8.617], [-1.983, 5.028, 8.419], [-2.853, 6.921, 9.423], [-1.519, 7.180, 9.919], [-3.674, 4.661, 6.366], [-5.347, 5.038, 6.630], [-4.652, 3.752, 7.525], [-1.458, 8.090, 10.516], [-0.980, 7.468, 9.016], [-1.214, 6.345, 10.549], [-6.587, -2.994, -6.448], [-6.220, -4.294, -6.860], [-6.854, -4.917, -7.867], [-7.764, -4.367, -8.526], [-6.453, -6.162, -7.957], [-6.887, -6.851, -9.135], [-6.294, -2.248, -7.188], [-6.012, -2.650, -5.588], [-7.657, -3.019, -6.241], [-6.251, -7.686, -9.429], [-6.910, -6.105, -9.929], [-7.944, -7.116, -9.133], [-6.247, 7.302, 0.366], [-5.808, 7.749, 1.653], [-4.710, 8.453, 1.702], [-3.825, 8.568, 0.855], [-4.577, 8.925, 2.965], [-3.533, 9.775, 3.253], [-5.966, 6.259, 0.224], [-5.902, 7.880, -0.491], [-7.336, 7.261, 0.379], [-2.638, 9.234, 3.560], [-3.859, 10.520, 3.979], [-3.147, 10.283, 2.368], [-2.487, -7.268, -0.228], [-2.171, -7.733, 1.075], [-1.047, -7.414, 1.641], [-0.159, -6.589, 1.365], [-0.975, -8.163, 2.705], [0.237, -8.464, 3.386], [-3.521, -7.510, -0.472], [-1.768, -7.696, -0.927], [-2.291, -6.198, -0.296], [0.059, -9.178, 4.190], [0.609, -7.579, 3.902], [1.072, -8.788, 2.765], [3.709, -7.406, -4.625], [2.721, -6.583, -5.237], [2.488, -5.358, -4.808], [2.950, -4.819, -3.833], [1.666, -4.778, -5.786], [1.325, -3.437, -5.827], [3.302, -8.153, -3.945], [4.555, -6.787, -4.325], [4.124, -8.077, -5.377], [2.059, -2.921, -5.208], [0.314, -3.262, -5.459], [1.395, -3.109, -6.864], [1.179, 3.570, -7.467], [2.239, 3.541, -8.487], [3.502, 2.974, -8.258], [3.839, 2.435, -7.229], [4.187, 3.061, -9.468], [5.400, 2.417, -9.726], [0.741, 2.594, -7.261], [0.393, 4.231, -7.835], [1.669, 3.900, -6.552], [6.291, 2.791, -9.220], [5.561, 2.483, -10.802], [5.294, 1.394, -9.364]], "mulliken_charge": [1.00, 1.00, 1.00, 1.00, 0.63, -0.20, -0.24, -0.25, 1.05, -0.62, -0.66, -0.71, 0.61, -0.22, -0.21, -0.22, 1.08, -0.68, -0.67, -0.69, -0.64, -0.29, 0.80, -0.63, -0.28, -0.62, 0.25, 0.29, 0.29, 0.27, 0.25, 0.32, -0.67, -0.28, 0.78, -0.58, -0.30, -0.59, 0.31, 0.26, 0.30, 0.25, 0.26, 0.27, -0.61, -0.31, 0.80, -0.58, -0.29, -0.66, 0.28, 0.22, 0.29, 0.26, 0.31, 0.29, -0.68, -0.28, 0.83, -0.61, -0.29, -0.70, 0.29, 0.32, 0.26, 0.28, 0.26, 0.32, -0.62, -0.28, 0.82, -0.62, -0.30, -0.61, 0.22, 0.29, 0.30, 0.26, 0.25, 0.29, -0.66, -0.28, 0.79, -0.58, -0.30, -0.60, 0.28, 0.31, 0.26, 0.31, 0.24, 0.22, -0.55, -0.28, 0.70, -0.56, -0.26, -0.59, 0.27, 0.22, 0.26, 0.27, 0.23, 0.30]}

No. 2
{"formula": "C23H42HoN3OP2", "method": "ωB97M-V/def2-TZVPD", "homo_lumo_gap_ev": [7.513, 7.593], "charge": 2, "molar_mass_g_mol": 603.49, "e_tot_ev": -75409.048, "multiplicity": 5, "s2": 6.01, "lumo_ev": [-6.56, -6.55], "species": ["Ho", "P", "P", "N", "C", "H", "H", "C", "H", "H", "C", "H", "H", "C", "H", "H", "C", "C", "H", "H", "H", "C", "C", "H", "H", "H", "C", "C", "H", "H", "H", "C", "C", "H", "H", "H", "C", "O", "C", "H", "H", "H", "C", "H", "H", "H", "C", "H", "H", "H", "C", "H", "H", "H", "H", "H", "H", "H", "H", "H", "N", "C", "C", "C", "C", "N", "C", "C", "H", "H", "H", "H"], "xyz": [[-0.677, 0.034, -0.596], [-0.017, -2.471, -1.020], [-0.020, 2.601, -0.777], [0.203, 0.136, -2.611], [0.026, -2.333, -2.865], [0.511, -3.242, -3.259], [-1.025, -2.288, -3.208], [0.747, -1.039, -3.312], [1.842, -1.121, -3.124], [0.670, -0.969, -4.421], [0.747, 1.376, -3.191], [0.670, 1.422, -4.301], [1.841, 1.442, -2.992], [0.023, 2.622, -2.624], [-1.030, 2.615, -2.965], [0.511, 3.567, -2.917], [1.526, 3.280, -0.101], [1.839, 2.914, 1.362], [2.832, 3.311, 1.617], [1.943, 1.831, 1.513], [1.094, 3.335, 2.060], [-1.660, 3.232, -0.186], [-1.794, 3.298, 1.348], [-2.829, 3.568, 1.606], [-1.072, 4.014, 1.784], [-1.666, 2.329, 1.849], [-1.665, -3.190, -0.539], [-1.819, -3.417, 0.963], [-2.842, -3.713, 1.232], [-1.713, -2.457, 1.487], [-1.093, -4.159, 1.347], [1.530, -3.241, -0.453], [1.859, -3.019, 1.024], [2.852, -3.424, 1.258], [1.159, -3.588, 1.654], [1.881, -1.950, 1.289], [1.905, 0.037, -0.384], [3.072, 0.028, -0.441], [-1.932, 4.577, -0.859], [-1.232, 5.335, -0.469], [-1.835, 4.501, -1.954], [-2.965, 4.863, -0.610], [-1.931, -4.461, -1.332], [-2.963, -4.766, -1.104], [-1.834, -4.271, -2.411], [-1.230, -5.250, -1.013], [1.470, -4.721, -0.822], [2.483, -5.113, -0.657], [0.761, -5.263, -0.168], [1.200, -4.857, -1.882], [1.471, 4.790, -0.331], [0.761, 5.263, 0.373], [2.483, 5.166, -0.130], [1.200, 5.034, -1.373], [2.299, 2.799, -0.733], [2.303, -2.702, -1.032], [-2.389, 2.474, -0.556], [-2.392, -2.395, -0.818], [-2.741, -0.184, -1.750], [-2.923, -0.021, -1.002], [0.011, 0.135, 7.073], [0.031, 0.260, 5.904], [0.008, 0.100, 4.456], [-0.010, -1.231, 4.013], [-0.121, -1.529, 2.708], [-0.254, -0.573, 1.732], [-0.117, 0.710, 2.127], [0.005, 1.067, 3.487], [0.026, -2.095, 4.695], [-0.082, -2.572, 2.328], [-0.024, 1.431, 1.266], [0.104, 2.125, 3.736]], "mulliken_charge": [-0.13, 0.94, 0.17, 0.07, -0.78, 0.40, 0.48, -1.03, 0.28, 0.54, -1.05, 0.56, 0.30, -0.76, 0.51, 0.39, 0.77, -1.38, 0.52, 0.24, 0.16, 0.85, -1.22, 0.52, 0.23, 0.24, 0.74, -1.37, 0.53, 0.21, 0.24, 0.63, -1.35, 0.51, 0.32, 0.20, 0.39, -0.30, -1.41, 0.29, 0.36, 0.47, -1.44, 0.46, 0.37, 0.29, -1.47, 0.47, 0.30, 0.35, -1.51, 0.32, 0.47, 0.35, 0.59, 0.51, 0.26, 0.12, 0.18, 0.05, -0.37, -0.34, -0.02, -1.58, 0.06, 0.43, 0.54, -0.54, 0.51, 0.23, -0.50, 0.59]}

No. 3
{"formula": "C23H42N2O3P2Sn", "method": "ωB97M-V/def2-TZVPD", "homo_lumo_gap_ev": 6.815, "molar_mass_g_mol": 575.26, "e_tot_ev": -58063.379, "lumo_ev": -0.75, "species": ["P", "P", "C", "C", "H", "H", "H", "H", "C", "H", "H", "H", "C", "H", "H", "H", "C", "H", "H", "H", "C", "H", "H", "H", "Sn", "C", "C", "C", "C", "C", "C", "C", "C", "C", "H", "H", "H", "H", "H", "H", "H", "H", "H", "H", "H", "H", "H", "H", "H", "C", "C", "C", "C", "C", "C", "O", "N", "C", "O", "N", "C", "O", "H", "H", "H", "H", "H", "H", "H", "H", "H", "H", "H"], "xyz": [[0.294, -2.404, -4.503], [0.410, 0.785, -4.252], [-0.058, -1.390, -6.034], [0.609, -0.005, -5.948], [-1.154, -1.282, -6.101], [0.280, -1.951, -6.919], [1.696, -0.090, -6.116], [0.200, 0.699, -6.691], [-1.264, 1.524, -4.476], [-1.445, 2.209, -3.640], [-2.042, 0.754, -4.448], [-1.326, 2.078, -5.422], [1.403, 2.296, -4.535], [1.063, 2.847, -5.428], [2.458, 2.015, -4.651], [1.305, 2.933, -3.645], [-0.797, -3.858, -4.696], [-0.629, -4.495, -3.816], [-0.615, -4.438, -5.617], [-1.841, -3.519, -4.674], [1.957, -3.089, -4.885], [2.707, -2.292, -4.817], [2.014, -3.568, -5.872], [2.189, -3.826, -4.106], [2.297, -0.757, 3.009], [0.581, 0.789, -0.485], [-0.744, 0.745, -0.670], [-1.564, -0.222, -1.448], [-2.008, -1.489, -0.670], [-0.917, -2.476, -0.426], [0.370, -2.401, -0.787], [1.086, -1.426, -1.658], [1.634, -0.112, -1.034], [0.924, -2.365, 3.642], [0.972, 1.593, 0.163], [-1.357, 1.472, -0.111], [-1.051, -0.584, -2.347], [-2.455, 0.310, -1.824], [-2.510, -1.204, 0.271], [-2.807, -1.975, -1.248], [-1.248, -3.388, 0.103], [1.012, -3.246, -0.480], [0.452, -1.081, -2.491], [1.910, -1.954, -2.170], [2.450, -0.356, -0.319], [2.165, 0.437, -1.846], [1.171, -2.623, 4.676], [1.138, -3.204, 2.973], [-0.103, -2.043, 3.525], [-1.092, 3.661, 3.781], [-0.167, 3.227, 4.894], [-0.327, 1.769, 5.372], [0.370, 1.574, 6.763], [1.759, 2.174, 6.860], [-1.805, 1.359, 5.543], [-2.530, 1.781, 6.438], [-2.321, 0.494, 4.597], [-1.690, 0.006, 3.433], [-2.351, -0.579, 2.582], [-0.318, 0.181, 3.365], [0.308, 0.857, 4.302], [1.613, 0.741, 4.318], [-0.883, 3.137, 2.842], [-0.949, 4.734, 3.609], [-2.145, 3.509, 4.060], [0.886, 3.353, 4.583], [-0.289, 3.883, 5.765], [-0.279, 2.045, 7.521], [0.394, 0.494, 6.984], [1.713, 3.247, 7.088], [2.308, 1.678, 7.662], [2.303, 2.019, 5.920], [-3.318, 0.287, 4.660]], "mulliken_charge": [1.16, 1.02, -1.14, -1.19, 0.36, 0.49, 0.38, 0.51, -1.49, 0.36, 0.34, 0.47, -1.40, 0.42, 0.38, 0.38, -1.39, 0.36, 0.39, 0.36, -1.47, 0.36, 0.42, 0.37, 0.75, -0.37, -0.23, 0.33, -0.60, -0.53, -0.48, 0.88, -0.83, -1.35, 0.43, 0.29, -0.94, 0.57, 0.24, 0.48, 0.39, 0.37, -1.89, 0.75, 0.30, 0.37, 0.40, 0.44, 0.21, -1.24, -0.96, 2.30, -0.93, -1.29, -0.36, -0.66, 0.05, -0.02, -0.65, -0.35, 0.52, -0.79, 0.21, 0.45, 0.31, 0.36, 0.43, 0.46, 0.41, 0.30, 0.39, 0.28, 0.29]}